[1]
DFT (wB97M-V/def2-TZVPD) results for a cluster of 5 separate species, C35H78Br2N3O9 in total in a non-equilibrium geometry.

Its total charge is +1. The LUMO energy is -0.1362 Ha. As for the HOMO energy: -10.48 eV. Its calculated total energy is -200531.500 eV. The strongest force on any atom is 1.845 eV/A. As for the orbital gap: 6.776 eV.

Each line ends with the Mulliken charge.
Geometry (Å):
C: 5.7484 -0.3324 2.8770  -1.12
C: 5.0191 0.7462 3.6926  -0.19
C: 5.7492 2.0892 3.6633  -0.93
C: 5.6856 2.8041 2.3037  -0.71
C: 4.2810 3.3191 1.9546  -0.07
C: 4.0967 4.8444 2.1601  -1.02
C: 3.1571 5.1671 3.3223  -1.05
C: 1.6885 4.9165 2.9749  0.57
C: 0.7885 5.0751 4.1968  -1.11
C: -0.6934 5.3862 3.9077  -0.88
C: -1.3286 4.7089 2.6931  -1.43
C: -1.8007 3.2695 2.9107  1.43
C: -2.7316 3.0484 4.1162  -0.55
Br: -4.0390 4.4995 4.3122  -0.02
C: -3.5260 1.7459 4.0635  -0.32
C: -4.1291 1.3656 5.4137  -1.55
C: -0.5978 2.3205 3.0531  -1.36
N: -0.1397 2.2313 1.6326  -0.33
C: -1.3495 2.0486 0.9854  0.21
N: -1.4557 1.3051 -0.0869  -0.07
C: -2.7024 0.9630 -0.7820  -0.87
C: -3.5720 0.0344 0.0652  0.17
O: -4.8351 0.0287 -0.5584  -0.51
N: -2.3555 2.6546 1.6639  -0.06
Br: -3.6300 3.6439 0.7255  0.09
H: 5.4429 -1.3118 3.2420  0.49
H: 6.8249 -0.2175 2.9436  0.26
H: 5.4327 -0.2920 1.8371  0.18
H: 4.9669 0.4235 4.7322  0.32
H: 4.0041 0.8617 3.3126  0.10
H: 5.3297 2.7612 4.4174  0.35
H: 6.7883 1.9131 3.9402  0.46
H: 6.0409 2.1007 1.5496  0.30
H: 6.3995 3.6251 2.3294  0.43
H: 4.0777 3.0722 0.9135  0.42
H: 3.5515 2.8001 2.5770  -0.21
H: 3.7339 5.2966 1.2384  0.38
H: 5.0717 5.2685 2.3919  0.48
H: 3.2723 6.1978 3.6537  0.51
H: 3.4052 4.4908 4.1435  0.28
H: 1.3696 5.5536 2.1499  0.34
H: 1.6305 3.8842 2.6184  -0.29
H: 1.1762 5.9086 4.7839  0.55
H: 0.8595 4.2047 4.8513  0.39
H: -0.7768 6.4589 3.7385  0.44
H: -1.2705 5.1916 4.8077  0.31
H: -0.6769 4.7421 1.8234  0.52
H: -2.2165 5.2829 2.4332  0.57
H: -2.1272 3.0678 5.0196  0.76
H: -2.8982 0.9182 3.7329  0.26
H: -4.3398 1.8580 3.3481  0.26
H: -3.3661 1.3068 6.1881  0.35
H: -4.6104 0.3911 5.3489  0.42
H: -4.9002 2.0733 5.7060  0.38
H: -0.9621 1.3399 3.3639  0.67
H: 0.1594 2.6085 3.7701  0.17
H: 0.4282 1.3943 1.5156  0.38
H: -0.6068 0.9134 -0.4572  0.30
H: -2.4135 0.3954 -1.6632  0.34
H: -3.2461 1.8304 -1.1305  0.20
H: -3.6100 0.3529 1.1073  -0.03
H: -3.1294 -0.9627 -0.0057  0.28
H: -5.4736 -0.3847 0.0218  0.31
C: -10.4655 -1.4139 4.5416  -0.69
O: -10.1005 -1.8169 5.8481  -0.37
C: -8.9430 -2.6321 5.8924  -0.52
C: -7.7260 -1.8507 6.3313  -0.55
O: -7.3579 -0.8613 5.3780  -0.31
C: -7.7848 0.4422 5.7313  -0.80
H: -11.2383 -0.6538 4.6393  0.25
H: -9.6165 -0.9905 3.9983  0.28
H: -10.8726 -2.2574 3.9743  0.33
H: -8.7611 -3.0973 4.9186  0.32
H: -9.1286 -3.4290 6.6186  0.38
H: -6.8803 -2.5372 6.4350  0.36
H: -7.9108 -1.3902 7.3060  0.35
H: -7.1878 0.8272 6.5659  0.31
H: -8.8418 0.4660 6.0037  0.41
H: -7.6311 1.0826 4.8632  0.23
C: 6.1710 -2.0948 -0.3259  -0.89
O: 7.3887 -1.6978 0.2704  -0.28
C: 8.1415 -2.7896 0.7804  -0.46
C: 9.2726 -3.1756 -0.1446  -0.63
O: 8.7914 -3.6937 -1.3733  -0.37
C: 8.8499 -2.7663 -2.4415  -0.67
H: 5.7637 -1.2329 -0.8539  0.24
H: 6.3171 -2.9091 -1.0393  0.44
H: 5.4524 -2.4109 0.4402  0.33
H: 7.4920 -3.6521 0.9575  0.37
H: 8.5607 -2.4782 1.7423  0.35
H: 9.8661 -3.9603 0.3340  0.39
H: 9.9257 -2.3153 -0.3186  0.34
H: 9.8854 -2.6042 -2.7580  0.33
H: 8.4041 -1.8068 -2.1671  0.27
H: 8.2923 -3.1924 -3.2735  0.24
C: -2.1145 -3.7974 -5.5727  -0.63
O: -1.1830 -2.7781 -5.2540  -0.40
C: -1.0712 -1.7843 -6.2633  -0.14
C: -1.8163 -0.5250 -5.8889  -0.54
O: -3.2194 -0.7298 -5.8326  -0.39
C: -3.7115 -0.9155 -4.5249  -0.69
H: -2.2651 -4.3959 -4.6758  0.26
H: -3.0741 -3.3819 -5.8895  0.33
H: -1.7234 -4.4445 -6.3649  0.19
H: -1.4266 -2.1674 -7.2232  0.18
H: -0.0092 -1.5466 -6.3735  0.36
H: -1.6288 0.2398 -6.6480  0.41
H: -1.4471 -0.1476 -4.9281  0.19
H: -3.6893 0.0290 -3.9643  0.26
H: -3.1412 -1.6743 -3.9805  0.33
H: -4.7462 -1.2434 -4.6027  0.30
C: -0.7849 -3.8099 -9.9346  -0.82
O: 0.3311 -3.4153 -9.1558  -0.35
C: 0.9588 -4.4978 -8.4851  -0.32
C: 2.2185 -4.9449 -9.1911  -0.73
O: 1.9370 -5.5079 -10.4596  -0.37
C: 2.1903 -4.6291 -11.5412  -0.67
H: -1.0708 -2.9592 -10.5508  0.23
H: -0.5439 -4.6542 -10.5839  0.41
H: -1.6317 -4.0798 -9.2926  0.32
H: 0.2672 -5.3402 -8.3863  0.36
H: 1.2197 -4.1537 -7.4783  0.33
H: 2.7042 -5.7184 -8.5881  0.38
H: 2.9125 -4.1042 -9.2873  0.37
H: 3.2672 -4.4960 -11.6878  0.32
H: 1.7252 -3.6528 -11.3844  0.28
H: 1.7685 -5.0837 -12.4354  0.24

Atomic forces in eV per Å
C -0.868 0.169 0.117
C 0.649 0.030 0.031
C -0.327 0.230 -0.196
C 0.101 -0.471 0.426
C 0.309 0.418 -0.200
C 0.081 -0.410 0.368
C -0.356 -0.224 -0.434
C 0.276 -0.431 0.337
C -0.271 0.305 -0.101
C 0.489 0.030 -0.093
C -0.648 -0.032 0.096
C 0.711 -0.182 0.618
C -0.429 -0.134 -0.442
Br 0.100 0.004 0.126
C -0.243 -0.070 0.412
C -0.092 -0.112 -0.167
C -0.234 -0.026 -0.005
N -0.922 -1.525 0.479
C 0.423 0.546 0.374
N -0.447 0.354 -0.346
C 0.107 -0.699 -0.181
C 0.006 -0.088 -0.486
O 0.078 0.308 -0.031
N 0.139 0.390 -0.502
Br -0.089 -0.173 0.100
H 0.227 -0.164 0.000
H 0.139 -0.127 -0.049
H 0.299 0.059 -0.179
H -0.184 -0.024 0.067
H -0.187 -0.045 0.130
H -0.001 -0.008 0.114
H 0.106 0.046 0.030
H 0.008 0.045 -0.143
H 0.028 0.124 -0.171
H -0.191 -0.074 -0.032
H -0.149 -0.172 -0.081
H 0.000 0.204 -0.024
H 0.067 0.180 -0.173
H 0.101 0.066 0.106
H 0.140 0.204 0.259
H 0.008 0.189 -0.025
H -0.151 0.047 -0.248
H -0.030 0.009 0.152
H 0.191 -0.100 0.011
H -0.032 0.069 -0.064
H -0.173 0.025 0.054
H 0.178 -0.028 -0.030
H 0.008 0.064 -0.061
H 0.055 0.173 0.060
H 0.133 0.017 -0.129
H 0.062 -0.057 -0.222
H 0.030 0.077 0.097
H -0.011 -0.069 -0.034
H 0.064 0.125 0.139
H 0.046 -0.090 0.024
H 0.184 0.455 -0.309
H 0.413 0.349 -0.140
H 0.167 0.049 -0.036
H 0.104 0.143 -0.134
H -0.019 0.144 0.166
H -0.067 0.091 0.098
H 0.081 -0.079 0.364
H -0.227 -0.176 0.102
C -0.032 -0.027 0.032
O 0.061 0.080 -0.050
C -0.149 -0.021 0.112
C 0.139 -0.039 -0.091
O -0.027 0.057 -0.010
C 0.061 -0.013 -0.019
H -0.022 -0.018 0.024
H 0.005 -0.006 -0.013
H 0.029 0.007 -0.034
H 0.021 0.002 -0.018
H 0.020 -0.015 -0.014
H -0.013 -0.002 0.012
H -0.016 0.010 0.016
H -0.065 0.036 0.028
H 0.002 -0.021 0.016
H 0.031 0.000 -0.004
C 0.003 0.021 0.020
O -0.026 -0.060 -0.087
C 0.045 0.178 0.112
C 0.021 -0.181 -0.058
O -0.076 0.086 -0.004
C 0.020 -0.041 0.009
H 0.024 0.033 0.027
H -0.012 -0.012 0.003
H -0.019 -0.053 -0.038
H -0.006 -0.024 -0.011
H -0.003 -0.017 -0.002
H 0.011 0.021 0.013
H -0.003 0.027 0.008
H -0.004 0.044 -0.002
H 0.008 0.011 -0.001
H 0.018 -0.034 -0.002
C 0.057 -0.018 0.005
O -0.113 0.019 0.021
C 0.189 -0.064 0.094
C -0.132 0.062 -0.146
O 0.056 -0.042 0.054
C -0.026 0.003 0.026
H 0.035 -0.007 0.006
H -0.005 -0.002 -0.017
H -0.037 0.007 -0.026
H -0.001 0.014 -0.021
H -0.006 0.006 -0.053
H 0.020 -0.010 0.010
H 0.006 0.009 0.024
H 0.005 -0.019 0.029
H 0.002 0.014 0.007
H -0.014 0.034 -0.024
C 0.015 0.051 0.000
O -0.049 -0.060 -0.020
C 0.010 0.194 0.105
C 0.021 -0.188 -0.050
O -0.056 0.077 -0.016
C 0.012 -0.034 0.011
H 0.001 0.024 0.026
H -0.010 -0.014 0.006
H -0.003 -0.043 -0.018
H -0.002 -0.029 -0.016
H -0.005 -0.024 0.003
H 0.008 0.022 0.016
H -0.004 0.029 0.005
H -0.003 0.041 -0.003
H 0.007 0.009 -0.001
H 0.015 -0.034 0.003



[2]
DFT (wB97M-V/def2-TZVPD) results for a cluster of 2 separate species, C9H16O6 in total in a non-equilibrium geometry.

Its total charge is 0. The LUMO energy is 0.0232 Ha. As for the HOMO energy: -9.91 eV. Its calculated total energy is -21876.418 eV. The strongest force on any atom is 5.416 eV/A. As for the orbital gap: 10.545 eV. The SMILES is CCO[C@H](CC)OC=O.O=C1OCCO1.

Each line ends with the Mulliken charge.
Geometry (Å):
C: 1.3016 2.0511 1.1125  -0.85
C: -0.1661 2.5068 1.2623  -0.45
O: -1.0216 1.4985 0.7501  -0.43
C: -1.7541 0.8268 1.7197  0.09
C: -1.0347 -0.3739 2.3087  -0.71
C: -0.5049 -1.3127 1.2096  -1.09
O: -2.9525 0.3210 1.1630  -0.39
C: -3.7397 1.3095 0.6612  0.09
O: -4.6528 1.7048 1.2221  -0.41
H: 1.6447 2.3318 0.1266  0.28
H: 1.9409 2.5197 1.8498  0.34
H: 1.3067 0.9785 1.2110  0.16
H: -0.2748 3.4141 0.6793  0.38
H: -0.3858 2.7725 2.2937  0.38
H: -2.0169 1.4770 2.5583  0.52
H: -0.2432 -0.0753 2.9821  0.35
H: -1.8037 -0.9267 2.8294  0.45
H: -1.2243 -2.0980 1.0368  0.42
H: -0.2994 -0.7713 0.2928  0.19
H: 0.4270 -1.7435 1.5507  0.32
H: -3.4964 1.6986 -0.3303  0.37
C: 1.6935 -2.7455 -3.0888  -0.33
C: 1.5749 -1.3509 -3.6601  -0.30
O: 1.7976 -0.5277 -2.5139  -0.32
C: 2.5104 -1.2515 -1.6102  0.68
O: 2.9980 -0.8061 -0.6246  -0.51
O: 2.5867 -2.5546 -1.9897  -0.33
H: 2.1029 -3.4619 -3.7970  0.29
H: 0.7428 -3.1240 -2.7082  0.26
H: 2.3453 -1.1361 -4.4033  0.27
H: 0.5980 -1.1508 -4.0936  0.29

Atomic forces in eV per Å
C -0.969 0.420 0.075
C 1.343 0.046 -0.199
O -0.468 0.589 -0.163
C 0.285 -0.848 1.046
C -0.263 -0.495 -1.130
C 0.199 0.385 0.519
O 0.548 -0.050 -0.420
C 2.924 -1.115 -2.502
O -4.322 1.755 2.751
H 0.254 -0.190 -0.243
H 0.171 0.028 0.178
H 0.401 -0.371 0.069
H -0.446 0.149 -0.199
H -0.267 -0.242 0.204
H -0.109 0.479 -0.125
H 0.083 0.246 0.207
H -0.018 0.020 0.690
H -0.098 -0.256 -0.284
H -0.024 0.033 -0.179
H 0.208 -0.328 -0.072
H 0.603 -0.277 -0.277
C -0.106 -0.218 -0.121
C -0.094 0.041 -0.249
O 0.092 -0.210 0.092
C 0.013 0.035 0.088
O -0.028 -0.013 -0.030
O -0.067 0.241 -0.045
H 0.146 -0.011 0.126
H 0.000 0.048 0.016
H 0.024 -0.023 0.034
H -0.015 0.132 0.143